No. 1
The following is a quantum chemistry calculation of a cluster of 4 separate species, C26H33N5O in total, from OMol25.

Summary:
* gap between HOMO and LUMO: 10.27 eV
* highest occupied orbital energy: -9.80 eV
* charge: 0
* LUMO: 0.46 eV
* total energy: -1359.4931 a.u.

Each line ends with the Löwdin charge.
Element x y z (Å)
C (-0.85, 3.58, -0.42)  -0.08
C (0.09, 3.41, -1.62)  -0.42
C (-0.66, 3.58, -2.95)  -0.07
C (0.77, 2.04, -1.58)  -0.17
C (1.63, 1.76, -0.34)  -0.34
C (2.51, 2.95, 0.06)  -0.06
C (2.48, 0.52, -0.58)  -0.16
O (2.44, -0.32, 0.59)  -0.09
C (2.69, -1.67, 0.35)  -0.35
C (3.87, -2.13, 1.11)  -0.14
N (4.78, -2.50, 1.71)  0.18
C (1.44, -2.51, 0.69)  -0.10
C (1.21, -2.66, 2.12)  -0.22
N (1.04, -2.77, 3.25)  0.16
H (-1.68, 4.24, -0.68)  0.08
H (-0.37, 4.04, 0.44)  0.05
H (-1.28, 2.62, -0.12)  0.08
H (0.85, 4.20, -1.58)  0.12
H (-0.32, 2.86, -3.70)  0.07
H (-0.53, 4.58, -3.37)  0.07
H (-1.73, 3.40, -2.82)  0.07
H (1.38, 1.89, -2.48)  0.12
H (-0.03, 1.29, -1.62)  0.13
H (0.97, 1.53, 0.51)  0.14
H (3.25, 2.63, 0.80)  0.08
H (3.04, 3.36, -0.80)  0.09
H (1.93, 3.75, 0.52)  0.07
H (2.10, -0.05, -1.44)  0.11
H (3.52, 0.80, -0.78)  0.14
H (2.91, -1.87, -0.70)  0.14
H (0.58, -1.97, 0.27)  0.13
H (1.51, -3.49, 0.22)  0.13
C (1.13, -4.70, -3.90)  -0.07
C (2.18, -3.79, -3.95)  -0.07
C (1.92, -2.47, -3.63)  -0.18
N (0.72, -2.02, -3.27)  0.05
C (-0.27, -2.90, -3.21)  -0.16
C (-0.12, -4.24, -3.51)  -0.07
H (1.29, -5.75, -4.13)  0.11
H (3.18, -4.11, -4.22)  0.10
H (2.72, -1.74, -3.64)  0.10
H (-1.23, -2.51, -2.90)  0.09
H (-0.96, -4.91, -3.42)  0.09
C (-2.65, -4.24, 1.79)  -0.08
C (-2.28, -5.50, 1.34)  -0.07
C (-2.20, -5.71, -0.03)  -0.15
N (-2.45, -4.77, -0.94)  0.05
C (-2.80, -3.57, -0.49)  -0.17
C (-2.92, -3.25, 0.85)  -0.07
H (-2.73, -4.03, 2.85)  0.11
H (-2.07, -6.30, 2.03)  0.10
H (-1.91, -6.68, -0.41)  0.10
H (-3.00, -2.82, -1.25)  0.10
H (-3.21, -2.25, 1.16)  0.10
C (-1.88, 4.44, 5.51)  -0.08
C (-1.62, 3.35, 4.70)  -0.07
C (-1.56, 3.55, 3.32)  -0.15
N (-1.72, 4.73, 2.74)  0.06
C (-1.97, 5.78, 3.53)  -0.15
C (-2.06, 5.68, 4.92)  -0.07
H (-1.94, 4.33, 6.58)  0.10
H (-1.48, 2.36, 5.11)  0.10
H (-1.35, 2.72, 2.66)  0.10
H (-2.10, 6.73, 3.04)  0.10
H (-2.26, 6.57, 5.51)  0.10

No. 2
The following is a quantum chemistry calculation of a structure of composition C26H33N7O4PS4Ta at a distorted geometry, from OMol25.

Summary:
* gap between HOMO and LUMO: 6.66 eV
* highest occupied orbital energy: -7.90 eV
* charge: 0
* energy relative to the best compared isomer or geometry (same formula, charge and spin): 99.7 kcal per mole
* LUMO: -1.24 eV
* total energy: -3686.0045 a.u.

Each line ends with the Löwdin charge.
Element x y z (Å)
Ta (-0.92, -2.07, -0.34)  1.44
S (-0.88, -3.83, 1.50)  0.64
C (0.66, -4.56, 1.77)  -0.71
C (0.87, -5.29, 2.97)  -0.26
N (1.07, -5.89, 3.94)  0.17
C (1.60, -4.40, 0.81)  -0.70
S (1.17, -3.49, -0.59)  0.63
C (2.92, -4.95, 0.89)  -0.26
N (3.97, -5.40, 0.97)  0.17
O (-2.45, 0.54, 4.32)  0.06
C (-1.16, 0.88, 4.12)  -0.25
C (-0.60, 1.73, 5.09)  0.00
C (0.71, 2.14, 4.98)  -0.07
C (1.49, 1.71, 3.91)  -0.08
C (0.94, 0.88, 2.96)  -0.05
C (-0.39, 0.45, 3.04)  -0.09
C (-0.94, -0.45, 2.00)  -0.44
O (-0.09, -0.80, 1.08)  -0.23
N (-2.19, -0.81, 2.10)  0.06
N (-2.55, -1.68, 1.08)  -0.32
C (-3.76, -2.09, 1.10)  -0.91
S (-4.31, -3.20, -0.14)  0.92
C (-6.06, -3.02, 0.28)  -0.52
C (-6.15, -2.88, 1.78)  -0.52
S (-4.95, -1.62, 2.28)  0.98
H (-2.69, -0.04, 3.56)  0.05
H (-1.22, 2.05, 5.92)  0.12
H (1.13, 2.79, 5.74)  0.11
H (2.52, 2.02, 3.82)  0.10
H (1.55, 0.54, 2.13)  0.11
H (-6.61, -3.90, -0.07)  0.09
H (-6.47, -2.15, -0.23)  0.08
H (-5.91, -3.82, 2.28)  0.08
H (-7.15, -2.57, 2.09)  0.08
O (-1.89, -0.76, -1.03)  -0.54
O (0.14, -1.28, -2.03)  -0.48
P (0.94, 0.04, -2.06)  0.69
N (0.71, 0.86, -0.56)  -0.13
C (-0.74, 1.30, -0.23)  -0.17
C (-0.55, 2.54, 0.64)  -0.14
C (0.58, 3.25, -0.10)  -0.16
C (1.55, 2.09, -0.36)  -0.20
N (2.52, -0.47, -2.29)  -0.13
C (3.48, 0.56, -2.81)  -0.21
C (4.80, 0.22, -2.14)  -0.17
C (4.33, -0.11, -0.73)  -0.16
C (3.14, -1.02, -1.04)  -0.24
N (0.39, 0.85, -3.42)  -0.14
C (0.87, 2.24, -3.61)  -0.20
C (-0.23, 2.91, -4.42)  -0.16
C (-1.46, 2.37, -3.70)  -0.17
C (-1.10, 0.89, -3.58)  -0.19
H (-1.38, 0.48, 0.24)  0.08
H (-1.24, 1.63, -1.14)  0.08
H (-0.19, 2.25, 1.62)  0.08
H (-1.46, 3.13, 0.75)  0.13
H (1.03, 4.08, 0.44)  0.12
H (0.19, 3.61, -1.05)  0.10
H (2.15, 1.93, 0.55)  0.10
H (2.24, 2.33, -1.16)  0.08
H (3.20, 1.57, -2.50)  0.07
H (3.54, 0.55, -3.89)  0.12
H (5.54, 1.02, -2.20)  0.12
H (5.22, -0.68, -2.59)  0.12
H (3.97, 0.81, -0.25)  0.09
H (5.07, -0.57, -0.08)  0.12
H (2.45, -1.13, -0.20)  0.07
H (3.52, -2.01, -1.29)  0.10
H (1.84, 2.28, -4.11)  0.11
H (0.94, 2.76, -2.65)  0.08
H (-0.21, 2.52, -5.44)  0.12
H (-0.15, 4.00, -4.45)  0.12
H (-2.41, 2.54, -4.21)  0.12
H (-1.51, 2.83, -2.71)  0.10
H (-1.33, 0.41, -4.54)  0.12
H (-1.66, 0.35, -2.81)  0.08

No. 3
The following is a quantum chemistry calculation of a structure of composition C26H34B2F2N10S4Sn at a distorted geometry, from OMol25.

Summary:
* gap between HOMO and LUMO (alpha / beta): 2.74 / 2.76 eV
* highest occupied orbital energy (alpha / beta): 1.07 / 1.04 eV
* charge: -2
* energy relative to the best compared isomer or geometry (same formula, charge and spin): 78.4 kcal per mole
* LUMO (alpha / beta): 3.80 / 3.80 eV
* total energy: -3615.2556 a.u.

Each line ends with the Löwdin charge.
Element x y z (Å)
Sn (9.73, 14.55, 12.04)  0.73
C (5.32, 18.19, 15.23)  -0.10
C (6.17, 16.95, 15.08)  -0.30
N (7.52, 17.18, 14.66)  -0.10
C (8.36, 16.15, 14.59)  -0.88
S (9.94, 16.66, 13.90)  0.36
N (7.95, 15.02, 15.20)  -0.09
N (8.90, 14.24, 15.71)  -0.03
C (8.30, 13.14, 16.24)  -0.27
C (6.85, 13.11, 16.86)  -0.04
C (9.21, 12.05, 16.43)  -0.25
C (10.58, 12.35, 16.56)  -0.07
C (11.40, 11.26, 16.82)  -0.21
C (10.92, 10.08, 17.49)  -0.12
C (9.72, 9.70, 16.96)  -0.11
N (8.74, 10.69, 16.53)  0.09
H (4.29, 18.00, 15.22)  0.04
H (5.62, 18.88, 14.40)  0.08
H (5.52, 18.67, 16.21)  0.07
H (5.70, 16.28, 14.39)  0.10
H (6.17, 16.42, 16.03)  0.09
H (7.91, 18.11, 14.44)  0.09
H (6.27, 12.36, 16.30)  0.04
H (6.43, 14.09, 16.63)  0.03
H (6.94, 12.80, 17.94)  0.08
H (11.08, 13.32, 16.36)  0.11
H (12.47, 11.37, 16.56)  0.01
H (11.51, 9.49, 18.17)  0.07
H (9.24, 8.71, 17.15)  0.10
C (11.94, 10.45, 5.22)  -0.10
N (11.58, 11.49, 6.17)  -0.16
C (12.43, 12.36, 6.79)  -0.09
C (11.66, 13.36, 7.35)  -0.07
N (10.32, 13.07, 7.17)  0.00
B (9.11, 13.96, 7.50)  -0.50
N (8.18, 13.20, 8.52)  0.02
C (7.63, 11.92, 8.35)  -0.12
C (6.96, 11.56, 9.45)  -0.05
N (7.06, 12.64, 10.42)  -0.11
C (6.39, 12.86, 11.71)  -0.07
C (7.70, 13.67, 9.69)  -0.64
S (7.90, 15.36, 10.34)  0.45
C (10.22, 11.92, 6.41)  -0.73
S (9.00, 11.09, 5.68)  0.62
H (11.73, 10.81, 4.17)  0.09
H (11.33, 9.57, 5.41)  0.05
H (13.01, 10.28, 5.27)  0.07
H (13.49, 12.23, 6.75)  0.10
H (11.94, 14.37, 7.78)  0.13
H (8.51, 14.39, 6.59)  0.05
H (9.45, 15.08, 7.98)  0.06
H (7.85, 11.25, 7.49)  -0.01
H (6.56, 10.56, 9.69)  0.11
H (7.01, 12.40, 12.51)  0.08
H (5.44, 12.29, 11.66)  0.09
H (6.26, 13.94, 11.86)  0.05
N (14.33, 13.54, 13.82)  0.06
C (13.54, 12.51, 13.40)  -0.63
N (12.53, 12.53, 12.53)  0.11
C (11.97, 11.27, 12.44)  -0.33
C (10.97, 10.92, 11.53)  -0.03
C (10.72, 9.56, 11.40)  -0.10
C (11.22, 8.58, 12.29)  -0.11
C (12.16, 8.95, 13.25)  -0.10
C (12.50, 10.30, 13.33)  -0.49
S (13.78, 10.96, 14.28)  1.03
H (14.29, 14.34, 13.18)  0.10
H (15.31, 13.29, 14.03)  0.09
H (10.82, 11.66, 10.76)  0.09
H (10.22, 9.07, 10.55)  0.10
H (10.93, 7.54, 12.18)  0.09
H (12.79, 8.26, 13.81)  0.10
C (11.37, 15.23, 10.71)  -0.39
H (11.52, 14.31, 10.16)  -0.06
H (12.12, 15.44, 11.48)  -0.05
H (11.15, 16.10, 10.16)  -0.05
F (7.90, 8.64, 15.71)  0.11
B (7.67, 10.00, 15.70)  -0.63
F (6.63, 10.41, 14.97)  0.22